No. 1
C42H33O4P2S4Ti | the ωB97M-V functional and the def2-TZVPD basis

The geometry in XYZ format:
```
86
Properties=species:S:1:pos:R:3:forces:R:3
Ti 1.2661 0.6067 -1.4152 0.02 0.04 0.29
O 6.3517 -2.9231 0.4869 -0.04 0.08 -0.17
C 5.7942 -2.0885 -0.1851 -0.01 0.07 0.19
S 4.3628 -2.3979 -1.1780 0.16 0.02 0.05
C 4.1495 -0.7757 -1.8145 0.00 0.36 0.03
C 5.0285 0.1521 -1.3739 -0.12 -0.16 0.01
S 5.1167 1.8526 -1.8317 -0.22 -0.01 0.06
S 6.2619 -0.3810 -0.2397 -0.05 -0.14 -0.03
S 2.8233 -0.5725 -2.9559 0.02 -0.04 0.04
O 2.0158 2.1925 -0.5175 -0.10 -0.29 -0.43
C 1.3601 3.3958 -0.7902 -0.02 0.24 -0.01
C -0.1569 3.0947 -1.1163 -0.06 0.11 -0.13
O -1.0326 3.9374 -0.9883 0.15 -0.13 -0.01
O -0.3298 1.9032 -1.5824 0.11 -0.21 0.06
C 1.9503 4.0014 -2.0854 0.03 0.12 0.08
C 2.5271 5.2683 -2.1343 -0.02 -0.08 -0.01
C 3.1011 5.7567 -3.3030 -0.02 0.02 0.04
C 3.1089 4.9854 -4.4519 0.03 0.02 -0.04
C 2.5460 3.7171 -4.4158 0.03 -0.01 -0.02
C 1.9766 3.2315 -3.2504 0.02 -0.05 -0.13
C 1.4985 4.3332 0.4097 -0.02 -0.04 0.07
C 0.7689 5.5166 0.5419 0.03 -0.04 -0.03
C 0.9182 6.3188 1.6639 -0.02 0.01 0.00
C 1.8000 5.9626 2.6758 0.01 0.01 0.02
C 2.5388 4.7965 2.5470 0.03 -0.01 0.03
C 2.3882 3.9917 1.4246 -0.03 -0.01 -0.04
H 3.9465 2.2303 -1.2401 0.09 -0.07 -0.08
H 2.5448 5.8834 -1.2466 -0.01 0.02 0.04
H 3.5480 6.7445 -3.3033 -0.01 -0.02 -0.01
H 3.5596 5.3608 -5.3637 -0.02 -0.02 0.03
H 2.5645 3.0889 -5.2982 -0.01 0.00 0.01
H 1.5711 2.2209 -3.2944 -0.04 0.25 0.16
H 0.0699 5.7922 -0.2327 -0.02 0.00 -0.01
H 0.3343 7.2286 1.7501 0.02 -0.02 -0.01
H 1.9110 6.5909 3.5527 0.00 -0.02 -0.02
H 3.2376 4.5057 3.3235 -0.01 0.01 -0.01
H 2.9534 3.0754 1.3214 -0.01 0.01 0.01
C -1.9409 -2.2093 -1.0664 0.03 0.03 -0.21
P -0.3009 -1.3930 -0.7629 0.07 0.07 0.27
C -0.5824 -0.2724 0.6661 -0.14 0.01 -0.03
C 0.4568 0.1119 1.5146 0.02 -0.06 -0.07
C 0.2997 1.1582 2.4193 0.08 -0.01 -0.10
C -0.8870 1.8612 2.4650 -0.09 0.02 -0.02
C -1.9223 1.5140 1.6014 0.06 0.08 0.03
C -1.7709 0.4673 0.7158 0.08 0.04 -0.05
C 0.6726 -2.8223 -0.1831 0.01 0.02 0.08
C 1.2078 -3.6393 -1.1779 -0.05 -0.02 -0.03
C 1.8967 -4.7934 -0.8453 0.00 -0.07 0.00
C 2.0945 -5.1259 0.4871 0.03 -0.04 -0.04
C 1.5892 -4.3048 1.4841 -0.01 0.05 0.01
C 0.8721 -3.1632 1.1525 0.02 -0.04 -0.05
P -2.4104 -3.6679 -0.0208 0.04 -0.05 0.04
C -2.7314 -2.9031 1.6106 -0.01 0.03 0.03
C -2.0339 -3.4124 2.7025 -0.05 -0.03 0.03
C -2.1886 -2.8567 3.9668 0.05 -0.05 0.00
C -3.0488 -1.7872 4.1501 -0.03 0.07 0.03
C -3.7598 -1.2758 3.0708 -0.02 -0.02 0.03
C -3.6006 -1.8318 1.8136 0.01 0.01 -0.04
C -4.1142 -3.9513 -0.6552 -0.01 0.02 -0.02
C -5.2309 -4.0418 0.1734 -0.04 -0.03 -0.01
C -6.4788 -4.3677 -0.3429 0.00 0.01 0.01
C -6.6363 -4.6072 -1.6986 -0.01 -0.01 -0.03
C -5.5306 -4.5313 -2.5356 0.00 0.02 0.00
C -4.2852 -4.2143 -2.0175 0.00 -0.01 0.00
H -1.8543 -2.6048 -2.0818 0.02 0.00 -0.04
H -2.7139 -1.4445 -1.1253 -0.08 0.05 0.08
H 1.4205 -0.3711 1.4529 0.13 -0.22 0.03
H 1.1355 1.4447 3.0441 -0.02 0.02 0.01
H -0.9978 2.7040 3.1360 0.01 -0.01 -0.01
H -2.8332 2.0987 1.5869 0.00 -0.01 0.00
H -2.5670 0.2738 0.0101 0.01 -0.02 0.01
H 1.1026 -3.3605 -2.2210 -0.01 0.04 0.01
H 2.3072 -5.4193 -1.6288 -0.01 0.03 0.03
H 2.6565 -6.0155 0.7449 -0.02 0.03 0.01
H 1.7484 -4.5540 2.5268 0.00 0.00 -0.02
H 0.4510 -2.5503 1.9374 0.03 0.07 0.01
H -1.3522 -4.2425 2.5547 -0.04 0.00 0.00
H -1.6284 -3.2576 4.8031 -0.02 0.02 -0.01
H -3.1626 -1.3432 5.1320 0.00 -0.01 -0.03
H -4.4252 -0.4322 3.2085 0.02 -0.01 0.00
H -4.1508 -1.4199 0.9747 0.00 -0.02 0.02
H -5.1347 -3.8551 1.2345 0.02 -0.01 0.01
H -7.3312 -4.4275 0.3237 0.01 0.00 -0.02
H -7.6104 -4.8542 -2.1024 0.02 0.00 0.01
H -5.6345 -4.7225 -3.5969 -0.01 0.00 0.02
H -3.4357 -4.1849 -2.6904 0.02 0.02 0.03
```
Positions in Å, forces in eV/Å.

Computed properties:
Highest occupied orbital energy (spin up / spin down): -0.1367 / -0.1947 Ha
<S²>: 2.005
ΔE to the lowest compared entry with this formula, charge and spin: 14.3 kcal/mol
Molecular weight: 839.805 g mol⁻¹
Kohn-Sham gap (spin up / spin down): 5.979 / 7.542 eV
2S+1: 3
Net charge: -1

Electronic structure analysis, Löwdin charges in units of e: 0.591, -0.086, -1.024, 0.964, -1.127, -1.074, 0.730, 0.942, 0.477, -0.322, -0.385, -0.555, 0.046, -0.154, -0.114, -0.017, -0.089, -0.105, -0.077, -0.045, -0.140, -0.042, -0.091, -0.116, -0.095, -0.028, -0.122, 0.105, 0.095, 0.093, 0.104, 0.074, 0.111, 0.095, 0.090, 0.094, 0.109, -0.489, 0.976, -0.386, -0.117, -0.069, -0.065, -0.069, -0.117, -0.405, -0.152, -0.112, -0.088, -0.080, -0.115, 1.046, -0.398, -0.119, -0.082, -0.082, -0.081, -0.124, -0.381, -0.099, -0.091, -0.103, -0.095, -0.113, 0.033, 0.045, 0.105, 0.107, 0.107, 0.112, 0.098, 0.098, 0.106, 0.102, 0.104, 0.090, 0.090, 0.101, 0.101, 0.106, 0.111, 0.094, 0.100, 0.097, 0.100, 0.096

---

No. 2
C10H27Br4NNbOS | the ωB97M-V functional and the def2-TZVPD basis

The geometry in XYZ format:
```
45
Properties=species:S:1:pos:R:3:forces:R:3
C -2.7717 -0.1238 -3.9517 -0.10 -0.10 -0.04
C -1.6019 0.8329 -3.7387 0.22 0.22 -0.23
S -1.7480 1.9253 -2.3072 0.14 0.05 0.10
C -1.8891 0.6935 -1.0198 -0.81 0.00 0.96
Nb -0.9556 1.5119 0.8821 0.42 -1.59 -0.69
C 0.4725 -0.2268 1.2095 0.53 0.50 -0.19
C 1.7495 -0.1435 2.0231 0.20 -0.01 -0.07
O 1.4794 0.2015 3.3821 0.29 0.27 0.33
C 2.7897 0.7982 1.4125 -0.28 0.01 0.05
N 3.2655 0.2676 0.1357 0.15 0.00 0.02
H -3.6683 0.2227 -3.4377 0.01 0.07 0.00
H -3.0175 -0.2241 -5.0121 0.07 -0.04 0.00
H -2.5433 -1.1194 -3.5692 -0.04 0.01 0.04
H -1.4861 1.5167 -4.5856 -0.05 -0.07 0.00
H -0.6569 0.2901 -3.6469 -0.05 -0.04 -0.06
H -1.2860 -0.1896 -1.2685 0.17 0.09 0.07
H -2.9230 0.3723 -0.9325 0.04 -0.15 -0.15
H 0.3796 2.6459 0.2825 -0.32 0.37 0.53
H -1.9323 3.0114 0.4228 0.43 0.08 -0.09
H -2.5337 0.9038 1.6690 0.09 0.63 0.02
H -0.9241 2.2454 2.5624 -0.47 -0.13 -0.24
H 0.7221 -0.6797 0.2418 -0.09 0.04 -0.04
H -0.2041 -0.9301 1.7297 -0.18 0.12 -0.07
H 2.2507 -1.1218 2.0961 -0.19 -0.04 0.02
H 1.4739 1.1651 3.4854 -0.24 -0.26 -0.26
H 3.5817 0.9530 2.1586 0.08 -0.04 -0.02
H 2.3038 1.7591 1.2169 0.03 -0.03 0.03
H 3.7474 0.9865 -0.3875 -0.03 0.01 -0.03
H 3.9290 -0.4843 0.2879 -0.02 0.00 0.01
Br -5.5852 -0.4579 -1.0376 -0.02 0.00 0.00
C -5.4160 0.8903 0.3540 0.09 0.15 0.06
C -6.5439 1.8835 0.2949 -0.05 -0.02 0.03
Br -6.3862 3.1233 -1.1922 0.01 -0.02 -0.03
H -4.4392 1.3681 0.2724 -0.02 -0.13 -0.11
H -5.4441 0.3486 1.2964 -0.03 -0.02 0.00
H -6.5399 2.4902 1.1973 0.02 0.04 -0.02
H -7.5073 1.3967 0.1765 -0.02 0.01 0.06
Br 6.8708 -1.7494 -0.3052 -0.01 0.01 0.00
C 6.9620 -3.2708 0.8964 -0.01 0.03 0.05
C 5.6627 -4.0329 0.9542 -0.01 0.02 -0.05
Br 4.2944 -3.0723 1.9295 0.01 0.01 -0.01
H 7.2331 -2.8746 1.8702 0.04 -0.03 0.00
H 7.7587 -3.9078 0.5198 0.00 0.00 -0.02
H 5.8127 -4.9778 1.4717 -0.01 0.00 0.02
H 5.2638 -4.2169 -0.0389 0.01 -0.05 0.00
```
Positions in Å, forces in eV/Å.

Computed properties:
Highest occupied orbital energy: -0.1708 Ha
Molecular weight: 621.921 g mol⁻¹
Kohn-Sham gap: 6.710 eV
2S+1: 1
Net charge: -1

Electronic structure analysis, Löwdin charges in units of e: -0.180, -0.593, 0.657, -0.751, 0.972, -0.319, -0.531, -0.093, -0.280, 0.012, 0.029, 0.058, 0.064, 0.051, 0.060, 0.003, -0.091, -0.127, -0.151, -0.125, -0.158, 0.030, 0.043, 0.063, 0.070, 0.107, 0.065, 0.060, -0.001, 0.615, -0.693, -0.709, 0.586, 0.007, 0.057, 0.058, 0.039, 0.617, -0.708, -0.707, 0.689, 0.048, 0.054, 0.055, 0.050

---

No. 3
C2HN3O2 | the ωB97M-V functional and the def2-TZVPD basis

The geometry in XYZ format:
```
8
Properties=species:S:1:pos:R:3:forces:R:3
O 2.4702 -0.2366 0.1226 -1.88 -0.70 0.03
C 1.2685 -0.1225 -0.0392 4.52 2.65 0.30
N 0.7813 1.1889 -0.2222 -2.62 -0.09 0.00
N -0.4670 1.2797 -0.0699 -0.24 -1.64 0.71
C -1.2586 0.0211 0.1874 -2.26 -0.84 -1.64
N -0.8424 -1.2123 -0.1527 -3.35 5.44 2.02
O 0.4588 -1.1094 -0.1577 3.19 -4.53 -1.13
H -2.4110 0.1910 0.3318 2.64 -0.30 -0.28
```
Positions in Å, forces in eV/Å.

Computed properties:
Structure (SMILES): O=c1nncno1
Highest occupied orbital energy: -0.3900 Ha
ΔE to the lowest compared entry with this formula, charge and spin: 125.4 kcal/mol
Molecular weight: 99.049 g mol⁻¹
Kohn-Sham gap: 8.902 eV
2S+1: 1

Electronic structure analysis, Löwdin charges in units of e: 0.133, -0.567, 0.137, 0.087, -0.081, 0.114, 0.036, 0.141

---

No. 4
C4H13NO | the ωB97M-V functional and the def2-TZVPD basis

The geometry in XYZ format:
```
19
Properties=species:S:1:pos:R:3:forces:R:3
C 0.4940 1.4993 -0.5170 -2.45 0.58 1.97
N 0.6758 0.2044 0.0490 2.33 1.75 -3.39
C 0.9541 -0.8331 -1.0128 -0.23 -2.72 3.30
C 1.3029 -2.1689 -0.2840 0.02 1.31 0.17
C -0.6572 2.1370 0.4722 1.32 0.89 -0.34
H 1.2858 2.2435 -0.3511 0.31 -0.72 -0.16
H 0.0441 1.4898 -1.4958 0.40 -0.17 -0.38
H 1.3893 0.3254 0.7691 -0.38 -0.92 0.62
H 0.0657 -1.0959 -1.5732 0.00 1.02 -0.60
H 1.8790 -0.5728 -1.4922 -0.05 0.89 -0.90
H 2.2313 -2.0607 0.2810 -0.02 -0.04 -0.02
H 0.5026 -2.3963 0.4231 0.06 -0.50 -0.30
H 1.4681 -2.9029 -1.0551 -0.20 -0.56 0.03
H -0.4685 3.2105 0.4533 -0.49 0.08 -0.55
H -0.4193 1.9277 1.5030 -0.28 -0.71 0.34
H -1.6236 1.8228 0.1244 -0.33 -0.11 0.22
H -2.3982 -1.1304 0.2195 0.04 -0.67 -0.74
H -1.5656 -0.6656 1.4335 -0.39 -0.23 -0.11
O -2.4429 -0.6389 1.0246 0.35 0.84 0.85
```
Positions in Å, forces in eV/Å.

Computed properties:
Highest occupied orbital energy (spin up / spin down): -0.5606 / -0.5597 Ha
<S²>: 0.755
ΔE to the lowest compared entry with this formula, charge and spin: 30.4 kcal/mol
Molecular weight: 91.154 g mol⁻¹
Kohn-Sham gap (spin up / spin down): 12.010 / 7.011 eV
2S+1: 2
Net charge: +1

Electronic structure analysis, Löwdin charges in units of e: -0.149, 0.118, -0.154, -0.062, 0.008, 0.154, 0.129, 0.175, 0.135, 0.137, 0.083, 0.079, 0.086, 0.088, 0.077, 0.074, 0.023, 0.027, -0.028

---

Question: The highest 2S+1 belongs to which entry?
Answer: C42H33O4P2S4Ti